Record 1
A 2-piece molecular cluster, C3H11NP overall, computed with ωB97M-V/def2-TZVPD.

Geometry as XYZ:
```
16
Properties=species:S:1:pos:R:3:forces:R:3
P -1.2350 -0.9474 0.2179 0.51 -2.05 -0.49
N 1.4991 -1.4162 -0.0455 1.52 -0.46 -1.40
C 1.1108 0.9347 0.4126 -0.80 3.38 2.02
C -2.4562 0.3287 -0.1581 -0.64 0.60 1.54
C 0.5743 -0.2557 -0.2739 -2.52 1.11 -3.24
H 1.0035 0.8193 1.5851 0.64 -0.15 -2.18
H 2.5756 -1.4935 -0.3009 -2.57 1.18 0.65
H -3.3978 0.4184 0.4557 0.97 -1.10 -0.40
H -1.2943 -1.0304 1.6460 0.50 0.67 -0.30
H 1.0499 -2.0351 -0.6969 -0.16 -1.60 0.06
H 2.1391 1.2264 0.1120 -0.47 -0.40 0.34
H 1.3545 -1.7013 0.9136 0.23 -0.58 0.34
H 0.5028 1.9441 0.2970 0.89 -2.29 -0.28
H 0.2778 -0.1828 -1.7490 1.39 -0.01 4.52
H -2.7409 0.3566 -1.1819 0.05 0.06 -0.85
H -1.9722 1.2042 0.1837 0.45 1.62 -0.33
```
Positions in Å, forces in eV/Å.

E_HOMO: -12.89 eV
total charge: +1
molecular weight: 92.10 g mol⁻¹
multiplicity: 1

=====

Record 2
The molecule C21H35N3OS, computed with ωB97M-V/def2-TZVPD.

Geometry as XYZ:
```
61
Properties=species:S:1:pos:R:3:forces:R:3
S 3.0772 0.7761 3.5466 -0.13 0.31 0.56
O -1.8966 -2.2166 -0.8636 -0.01 -0.41 -0.22
N -1.0843 -0.5115 0.3520 0.29 0.16 0.23
N 4.6853 0.5176 1.5300 0.08 0.12 -0.20
N 2.9252 -1.0275 1.5989 0.38 0.05 0.07
C -5.2846 1.0053 -2.3406 0.01 -0.02 0.04
C -6.2318 0.0104 -0.2566 0.03 0.01 -0.02
C -3.9619 0.0269 0.7898 -0.12 0.09 -0.02
C 0.5135 -1.0769 2.1210 0.11 -0.21 -0.24
C -4.3163 -1.0954 -1.4086 -0.01 0.03 0.00
C -2.0459 -1.1098 -0.3878 -0.28 0.40 0.06
C 6.0815 0.3577 -0.5174 0.20 -0.15 0.14
C 1.3174 -0.4482 -0.1571 0.02 -0.35 0.09
C 0.1926 -1.1296 0.6283 0.13 0.04 0.05
C -3.3232 -0.2846 -0.5700 0.18 -0.33 -0.08
C 3.5746 0.0353 2.1490 0.10 0.13 0.22
C -5.2483 0.8266 0.5796 -0.12 0.07 0.26
C 1.8912 -1.6882 2.3708 -0.33 -0.02 0.40
C -5.6022 -0.3001 -1.6134 -0.16 -0.10 -0.12
C -4.3016 1.8213 -1.5036 0.06 0.26 -0.13
C 5.6772 -0.2710 0.8248 -0.03 -0.06 -0.49
C 6.7500 1.7131 -0.3022 -0.25 -0.19 -0.09
C 2.6675 -1.0935 0.1722 -0.03 0.18 -0.43
C 7.0163 -0.5912 -1.2626 -0.25 0.16 0.08
C -4.9244 2.1335 -0.1434 0.02 -0.05 -0.01
C -3.0107 1.0266 -1.3035 -0.12 0.08 -0.01
H 6.5742 -0.3601 1.4512 -0.04 -0.06 -0.03
H 2.1494 -1.6123 3.4277 -0.02 -0.10 -0.16
H 6.5328 -1.5485 -1.4438 0.00 -0.14 -0.04
H -7.1582 0.5729 -0.3936 -0.07 0.00 0.02
H 5.0637 1.3171 2.0206 -0.23 -0.13 0.00
H -4.5283 -2.0388 -0.9025 0.03 -0.05 -0.03
H 5.2819 -1.2764 0.6706 0.05 0.04 0.04
H 1.3551 0.6112 0.1109 0.00 0.06 -0.02
H -6.4773 -0.9195 0.2609 -0.06 -0.04 0.03
H -0.2400 -1.6205 2.6911 -0.06 -0.01 0.01
H 7.3032 -0.1654 -2.2206 0.08 0.00 -0.11
H 2.6568 -2.1468 -0.1264 0.07 0.05 -0.06
H -1.2290 0.4155 0.7170 -0.12 -0.04 -0.04
H -4.8499 0.7895 -3.3192 -0.01 0.01 -0.08
H -6.3014 -0.8921 -2.2140 0.05 0.02 0.03
H -6.2011 1.5781 -2.4995 -0.04 0.03 -0.05
H 7.9190 -0.7664 -0.6816 0.16 -0.05 0.05
H 0.5246 -0.0394 2.4625 -0.01 0.02 0.05
H 7.6307 1.6068 0.3278 0.15 0.00 0.09
H -4.1843 -0.9079 1.3095 0.04 -0.05 0.06
H 3.4523 -0.5759 -0.3743 0.02 -0.13 0.01
H -4.2331 2.7312 0.4562 0.01 0.06 0.03
H -2.2999 1.6310 -0.7340 0.06 0.02 0.00
H -4.0686 2.7586 -2.0222 -0.01 -0.07 0.04
H 0.0974 -2.1704 0.2979 0.05 0.13 0.05
H 1.1242 -0.5287 -1.2275 -0.02 0.03 -0.04
H -3.2782 0.6025 1.4188 0.03 0.00 0.05
H 7.0607 2.1349 -1.2550 0.05 0.10 -0.06
H -3.8612 -1.3385 -2.3703 0.02 -0.06 0.00
H 5.1806 0.5117 -1.1218 -0.02 -0.03 0.08
H 1.8894 -2.7427 2.0766 0.00 0.00 -0.01
H -2.5564 0.8023 -2.2717 0.08 0.00 -0.03
H 6.0647 2.4124 0.1698 -0.03 0.15 0.05
H -5.6944 1.0505 1.5555 0.04 -0.02 -0.06
H -5.8372 2.7176 -0.2794 -0.03 0.06 0.02
```
Positions in Å, forces in eV/Å.

E_HOMO: -8.03 eV
total charge: 0
molecular weight: 377.60 g mol⁻¹
multiplicity: 1

=====

Record 3
The molecule C2H5N3P2, computed with ωB97M-V/def2-TZVPD.

Geometry as XYZ:
```
12
Properties=species:S:1:pos:R:3:forces:R:3
P 0.9984 -0.5415 0.5641 0.14 0.99 -0.82
P 3.0728 0.5100 -0.2827 -1.31 -1.13 -0.28
N 1.8893 0.9579 0.6691 -0.11 0.00 0.54
N -0.4050 -0.1327 -0.3466 -1.84 -0.90 1.51
N 2.1065 -0.8477 -0.7621 1.01 0.87 0.20
C -1.7584 -0.3961 0.4190 3.20 1.67 0.09
C -1.3751 0.9620 -0.0276 -0.52 -2.52 -3.92
H 2.3441 -1.6877 -1.2541 0.06 -0.35 -0.04
H -0.9732 1.5252 0.7193 0.37 2.51 1.56
H -1.8142 1.2996 -1.0526 0.68 0.14 2.48
H -2.3845 -0.9952 -0.1049 -1.94 -1.42 -1.72
H -1.7006 -0.6537 1.4592 0.27 0.15 0.41
```
Positions in Å, forces in eV/Å.

E_HOMO: -8.70 eV
total charge: 0
molecular weight: 133.03 g mol⁻¹
multiplicity: 1

=====

Record 4
A 2-piece molecular cluster, C4H6N2O5 overall, computed with ωB97M-V/def2-TZVPD.

Geometry as XYZ:
```
17
Properties=species:S:1:pos:R:3:forces:R:3
O -4.9160 -0.5558 -0.8262 -1.40 -0.89 -0.17
O -3.5463 -1.5640 0.5936 0.16 -0.20 0.37
O 1.0598 -1.8699 -1.6840 0.38 0.68 0.17
O -1.6612 2.4262 -1.1456 -0.96 -1.42 -0.47
O -0.0591 2.1685 0.4088 -0.07 -0.37 0.13
N -3.8521 -0.5771 -0.1392 1.12 1.91 -0.72
N -3.1287 0.4836 -0.2779 -1.05 -0.86 -0.55
C 0.9165 -1.1350 -0.7105 -1.08 -2.12 -0.31
C -1.1345 1.7079 -0.0677 0.17 0.32 0.03
C 1.9465 -0.1724 -0.2727 1.62 2.16 -0.98
C -1.8933 0.5872 0.2941 1.43 0.56 0.92
H -2.4020 1.7720 -1.3950 0.60 1.35 0.22
H -1.6469 0.0877 1.2120 0.15 -0.38 0.27
H 1.6395 0.9128 -0.3895 -0.34 -1.01 -0.26
H -0.0430 -1.3530 -0.1302 1.14 1.12 -0.14
H 2.9904 -0.2654 -0.7476 -1.71 -0.33 0.23
H 2.1173 -0.1355 0.7732 -0.15 -0.52 1.29
```
Positions in Å, forces in eV/Å.

E_HOMO: 1.80 eV
total charge: -2
molecular weight: 162.10 g mol⁻¹
multiplicity: 1

=====

Record 5
An isolated ion of composition BH2O3 and charge -1, computed with ωB97M-V/def2-TZVPD.

Geometry as XYZ:
```
6
Properties=species:S:1:pos:R:3:forces:R:3
O 1.3594 0.9375 -0.1120 0.84 -0.31 0.28
O -0.8231 0.2640 -0.6691 -0.87 0.39 -0.67
O 0.3780 -1.1129 0.8810 -0.96 0.25 0.03
B 0.4330 0.0550 0.0383 -0.19 1.16 -0.44
H -0.7717 1.1040 -1.1947 0.36 -1.37 1.07
H -0.5755 -1.2477 1.0565 0.83 -0.12 -0.27
```
Positions in Å, forces in eV/Å.

E_HOMO: -3.31 eV
total charge: -1
molecular weight: 60.83 g mol⁻¹
multiplicity: 1

=====

Record 6
H26HeO13 as an isolated structure, computed with ωB97M-V/def2-TZVPD.

Geometry as XYZ:
```
40
Properties=species:S:1:pos:R:3:forces:R:3
O 8.9820 16.5641 -14.6996 -0.11 -0.13 0.05
O 11.8378 13.0972 -10.6032 -0.23 -0.40 -0.04
O 9.8986 16.7301 -9.7620 -0.10 -0.70 0.35
O 8.8010 14.4363 -11.3668 -0.12 -0.38 -0.43
O 13.2016 15.5497 -11.5319 -0.15 -0.27 0.80
O 10.6168 12.0721 -12.8930 -0.06 -0.23 -0.85
O 7.5055 16.9757 -12.3108 -0.52 0.42 0.48
O 11.8868 17.9008 -11.6220 -0.39 0.58 0.49
O 11.8149 17.6410 -14.5321 -0.38 0.43 0.09
O 12.9863 12.5526 -14.4262 0.84 0.32 -0.34
O 7.3456 13.7150 -14.1188 -0.20 -0.10 -0.29
O 13.5388 15.1373 -14.3069 0.37 1.64 0.45
O 10.0556 13.9214 -15.4477 0.60 -0.14 -0.42
He 11.2113 15.3371 -12.8182 -0.24 -0.07 -0.10
H 8.0162 16.9777 -13.1204 0.17 -0.11 -0.47
H 7.8278 14.2233 -13.4666 0.21 0.27 0.30
H 11.7893 18.0404 -15.4016 0.09 0.22 -0.26
H 12.1863 12.3398 -13.9457 -1.00 -0.24 0.38
H 10.4977 17.0355 -10.4432 0.34 0.56 -0.42
H 12.2110 17.0027 -11.6883 0.47 -0.42 0.07
H 14.4807 15.1919 -14.4681 0.28 0.13 -0.15
H 13.3475 14.1995 -14.3176 -0.78 -1.36 -0.53
H 9.8384 14.7682 -15.0580 -0.30 0.34 0.14
H 7.9150 16.2999 -11.7705 0.24 -0.22 0.04
H 14.1022 15.7979 -11.3232 0.21 0.09 0.26
H 9.7766 17.0966 -14.6628 0.69 0.23 0.23
H 8.0510 14.3416 -10.7797 -0.23 -0.07 0.23
H 7.0018 12.9656 -13.6328 -0.08 -0.16 0.10
H 10.8258 12.5102 -12.0680 0.23 0.43 0.73
H 9.3181 17.4741 -9.6018 -0.19 0.16 -0.04
H 10.3216 11.1994 -12.6331 -0.09 -0.24 -0.08
H 9.4866 14.8203 -10.8203 0.19 0.47 0.32
H 8.6459 16.6953 -15.5862 -0.33 -0.10 -0.25
H 9.9032 13.2882 -14.7462 -0.20 -0.25 0.23
H 13.6952 12.3265 -13.8242 0.21 -0.44 0.19
H 13.2248 15.3213 -12.4612 0.17 -0.18 -1.05
H 12.0960 14.0052 -10.7616 0.49 0.62 -0.14
H 11.3368 13.1288 -9.7881 -0.14 -0.08 0.29
H 12.5025 16.9779 -14.5928 0.27 -0.75 -0.02
H 12.1407 18.3094 -12.4495 -0.25 0.14 -0.35
```
Positions in Å, forces in eV/Å.

E_HOMO: -10.02 eV
total charge: 0
molecular weight: 238.20 g mol⁻¹
multiplicity: 1

=====

Record 7
A 2-piece molecular cluster, C4H6O2 overall, computed with ωB97M-V/def2-TZVPD.

Geometry as XYZ:
```
12
Properties=species:S:1:pos:R:3:forces:R:3
O 0.6670 2.0145 -0.0569 0.23 -0.91 -0.25
O 2.6271 -0.5096 -1.0635 0.25 0.13 0.04
C -1.4257 -0.2610 1.0801 -0.10 0.02 -0.16
C 0.9248 0.8939 -0.2842 -0.11 0.68 0.21
C 1.3680 -0.3365 -0.5022 -0.28 0.10 0.03
C -1.8223 0.0279 -0.1565 0.03 -0.04 0.18
H 3.2822 -0.1599 -0.4479 0.02 -0.17 -0.10
H -1.2796 0.5152 1.8277 -0.05 -0.11 -0.12
H -2.0107 1.0530 -0.4662 -0.01 -0.16 0.06
H 0.7409 -1.2055 -0.3570 0.12 0.24 0.00
H -1.9515 -0.7404 -0.9150 -0.02 0.08 0.15
H -1.2175 -1.2816 1.3920 -0.08 0.13 -0.05
```
Positions in Å, forces in eV/Å.

E_HOMO: -8.70 eV
total charge: 0
molecular weight: 86.09 g mol⁻¹
multiplicity: 1

=====

Record 8
The molecule C7H8OS, computed with ωB97M-V/def2-TZVPD.

Geometry as XYZ:
```
17
Properties=species:S:1:pos:R:3:forces:R:3
S -1.3207 -1.5272 -0.1399 0.89 0.78 -0.06
O 1.9481 0.7618 0.0348 0.29 -0.98 -0.43
C 0.0320 -0.3849 -0.1163 1.51 -0.63 0.16
C -1.7116 1.2005 -0.1379 -0.93 1.77 -1.42
C 2.2651 -1.6560 0.0794 1.98 -1.01 -3.11
C -0.2671 1.0069 -0.1068 1.34 -1.95 0.66
C 1.3881 -0.4897 -0.0429 -0.33 -0.13 0.91
C 0.9410 1.6256 -0.0415 -2.47 -0.48 0.03
C -2.4284 -0.1169 0.2368 3.56 0.78 0.41
H 3.3806 -1.4165 -0.0563 -1.68 0.03 0.12
H 1.1165 2.6289 -0.1561 0.91 2.12 0.07
H 2.0016 -2.3000 -0.8532 0.57 0.59 1.68
H 2.2329 -2.2750 0.9526 -0.58 -0.15 0.65
H -1.9060 2.1207 0.5331 -0.72 -1.45 -1.46
H -1.8654 1.2874 -1.2422 -0.70 1.03 0.75
H -2.5215 -0.0419 1.2575 -0.61 -0.42 2.55
H -3.2851 -0.4237 -0.2011 -3.03 0.09 -1.53
```
Positions in Å, forces in eV/Å.

E_HOMO: -7.85 eV
total charge: 0
molecular weight: 140.21 g mol⁻¹
multiplicity: 1

=====

Record 9
A 4-piece molecular cluster, C2H11O4 overall, computed with ωB97M-V/def2-TZVPD.

Geometry as XYZ:
```
17
Properties=species:S:1:pos:R:3:forces:R:3
O -2.2153 0.1225 0.9357 0.37 -0.30 -0.27
O -0.6479 0.1300 -2.7816 0.06 0.23 -0.28
O 0.0373 -2.6637 -1.3495 -0.17 -0.01 0.16
O 0.3582 -0.1411 -0.3601 -0.41 -0.32 0.39
C 0.9135 -0.0074 0.8811 0.80 0.41 -0.48
C 0.7423 1.4137 1.5007 0.24 -0.78 0.44
H -1.7052 -0.0752 0.1194 -0.12 0.24 0.04
H -0.3106 -2.2034 -2.1225 0.06 -0.05 -0.03
H -0.3518 0.9375 -3.2131 -0.07 -0.12 -0.03
H -1.4813 -0.0166 1.5462 -0.24 0.09 0.28
H 0.1442 -1.8935 -0.7334 0.19 0.13 -0.33
H -0.1775 0.1545 -1.9131 0.01 -0.13 0.37
H -0.1278 1.8898 1.0621 0.00 0.21 -0.10
H 0.5753 1.2989 2.5781 -0.04 0.23 0.07
H 0.5728 -0.7602 1.6315 -0.29 0.04 -0.15
H 1.6573 2.0015 1.3872 -0.24 0.18 -0.24
H 2.0164 -0.1871 0.8314 -0.15 -0.04 0.17
```
Positions in Å, forces in eV/Å.

E_HOMO: -4.06 eV
total charge: -1
molecular weight: 99.11 g mol⁻¹
multiplicity: 1

=====

Record 10
The molecule C3H6O, computed with ωB97M-V/def2-TZVPD.

Geometry as XYZ:
```
10
Properties=species:S:1:pos:R:3:forces:R:3
O 0.7964 0.7014 1.4988 -2.34 0.26 -0.48
C 0.2106 0.3377 -0.9479 -2.48 0.10 -2.71
C -0.7547 -0.5808 -0.0654 -0.27 1.59 0.89
C 0.5752 -0.1625 0.3936 4.02 -2.04 0.30
H 0.4443 -0.1374 -1.9561 0.52 0.33 1.81
H -0.2286 1.3639 -1.2415 0.89 -1.49 1.35
H 1.4319 -1.0410 0.3829 -2.20 2.44 0.14
H -0.1111 1.1112 1.6752 1.94 -0.65 -0.12
H -0.8684 -1.6656 -0.2597 -0.48 1.10 0.06
H -1.4956 0.0731 0.5202 0.40 -1.65 -1.24
```
Positions in Å, forces in eV/Å.

E_HOMO: -10.00 eV
total charge: 0
molecular weight: 58.08 g mol⁻¹
multiplicity: 1

=====

Record 11
A 2-piece molecular cluster, C2HIN2O2 overall, computed with ωB97M-V/def2-TZVPD.

Geometry as XYZ:
```
8
Properties=species:S:1:pos:R:3:forces:R:3
I -1.4220 -0.2675 -2.0479 0.65 0.31 0.49
O 0.4449 1.6319 1.0004 0.18 0.31 0.75
O -1.6256 1.0204 0.7260 0.35 -0.32 0.07
N 1.1966 -2.7263 1.2364 0.69 -2.22 1.44
N -0.4478 1.0361 0.4397 -0.12 1.43 0.85
C 0.0014 0.4577 -0.7625 -1.25 -3.85 -1.57
C 0.9127 -1.8123 0.6249 -1.34 3.95 -2.50
H 0.9397 0.6600 -1.2170 0.84 0.39 0.47
```
Positions in Å, forces in eV/Å.

E_HOMO (spin up / spin down): -10.42 / -10.42 eV
total charge: 0
molecular weight: 211.95 g mol⁻¹
multiplicity: 1

=====

Record 12
The molecule C6H9N3O2, computed with ωB97M-V/def2-TZVPD.

Geometry as XYZ:
```
20
Properties=species:S:1:pos:R:3:forces:R:3
O 3.2804 -0.7724 -1.0918 0.25 0.33 -0.38
O 3.1280 -1.1519 1.1354 -0.22 1.04 0.07
N 2.9210 -0.2554 -0.0176 0.42 -2.75 0.50
N -1.1019 -2.1912 0.6130 1.44 -1.52 0.60
N -0.5772 -0.1251 0.0676 -1.03 2.39 -0.60
C 0.2896 2.1034 0.0191 -0.06 1.89 -0.59
C -0.7476 1.2813 -0.1994 -0.10 -1.90 0.58
C -1.5510 -1.1366 0.1644 -0.98 3.32 -0.87
C -2.9532 -0.7136 -0.4089 2.86 -1.40 -2.31
C 2.2536 0.7677 0.2092 1.47 -2.09 0.33
C 1.7265 1.9202 0.2230 -2.41 0.23 -0.11
H 2.3769 2.7445 0.2615 0.48 1.30 0.25
H -1.7388 1.7019 -0.5986 1.68 -0.98 1.01
H 0.3386 -0.3869 0.4229 -0.37 -0.12 -0.06
H 3.6190 -1.9191 0.7808 -0.23 0.61 -0.50
H -2.6457 -0.0033 -1.2340 -1.14 -0.55 0.97
H -3.7316 -0.4040 0.2309 -0.35 0.79 1.03
H 0.0876 3.1466 -0.1330 -0.37 0.36 -0.19
H -1.6475 -2.9923 0.4721 -1.33 -1.15 0.22
H -3.3265 -1.6139 -0.9163 -0.01 0.20 0.05
```
Positions in Å, forces in eV/Å.

E_HOMO: -8.41 eV
total charge: 0
molecular weight: 155.16 g mol⁻¹
multiplicity: 1

=====

no.,largest force on an atom (eV/Å)
1,4.727
2,0.650
3,4.693
4,2.873
5,1.771
6,1.739
7,0.967
8,3.822
9,1.022
10,4.516
11,4.859
12,3.933